# 1
{
  "formula": "C29H40Cl4F6O27",
  "method": "ωB97M-V/def2-TZVPD",
  "homo_energy_ev": -10.18,
  "spin_multiplicity": 1,
  "total_energy_ha": -5600.49128,
  "smiles": "O=C1OC[C@@H](F)O1.O=C1OC[C@@H](F)O1.O=C1OC[C@@H](F)O1.O=C1OC[C@@H](F)O1.O=C1OC[C@@H](F)O1.O=C1OC[C@@H](F)O1.COC(=O)OC.COC(=O)OC.COC(=O)OC.ClCCl.ClCCl",
  "largest_force_ev_per_a": 6.6,
  "mol_weight_g_mol": 1076.4,
  "homo_lumo_gap_ev": 10.0,
  "species": ["Cl", "Cl", "Cl", "Cl", "F", "F", "F", "F", "F", "F", "O", "O", "O", "O", "O", "O", "O", "O", "O", "O", "O", "O", "O", "O", "O", "O", "O", "O", "O", "O", "O", "O", "O", "O", "O", "O", "O", "C", "C", "C", "C", "C", "C", "C", "C", "C", "C", "C", "C", "C", "C", "C", "C", "C", "C", "C", "C", "C", "C", "C", "C", "C", "C", "C", "C", "C", "H", "H", "H", "H", "H", "H", "H", "H", "H", "H", "H", "H", "H", "H", "H", "H", "H", "H", "H", "H", "H", "H", "H", "H", "H", "H", "H", "H", "H", "H", "H", "H", "H", "H", "H", "H", "H", "H", "H", "H"],
  "xyz": [[2.59027, -2.18072, -3.68745], [-4.76543, -1.16374, -2.62462], [-6.26373, 1.26899, -2.07347], [4.82289, -0.45674, -3.78806], [-1.95462, -4.06837, -3.54689], [-2.88140, 2.20598, -4.06161], [2.76812, 3.22796, -0.44212], [-3.49214, 2.79123, -0.37683], [-1.42248, -7.59794, 3.80141], [5.54733, -5.00076, 2.61242], [5.79782, -2.79250, 2.04995], [-2.17560, 0.91176, 2.02052], [5.27377, -2.16864, -0.02687], [-0.27519, 4.65181, -2.08686], [1.21201, 0.69495, -4.87464], [-1.20628, -5.48325, 4.50490], [1.03666, 1.25372, 2.86980], [0.69095, 3.04470, 4.20856], [0.03410, -2.12176, -0.76469], [6.44389, 1.94069, -0.93502], [-0.31524, -5.24474, 2.50567], [-0.39129, -0.05957, -1.06632], [-0.66477, 1.76486, -4.11999], [-0.45237, 1.53412, -6.34736], [-1.10932, -3.23600, -5.52152], [-1.44113, 3.96474, -0.21351], [-2.50078, 2.58163, 3.42019], [4.13306, 1.51712, -0.84207], [-2.40542, -2.03667, -6.94579], [0.75273, 3.17031, 1.89011], [5.18085, 2.04662, 0.98957], [3.80288, -3.22159, 1.25877], [-1.99361, -1.45349, -4.84142], [-2.39081, 0.43886, 4.31177], [0.44336, -3.95641, 4.29421], [-2.51726, 4.98844, -1.82725], [1.20621, -0.61627, 0.46555], [0.60118, 4.55623, 1.90802], [3.70369, -3.61215, 2.62310], [1.11548, 0.46489, 4.04339], [-2.58507, 3.26206, 4.71557], [5.36504, 1.76267, -0.32185], [-3.37541, 5.09494, -0.69271], [-1.87350, -2.23121, -5.83812], [-1.66188, 2.29410, -6.15368], [-2.88381, 3.92223, 0.07717], [-4.77802, 0.37212, -1.81133], [-2.32842, 1.22313, 3.33586], [-1.15040, -1.79381, -3.84277], [-0.31665, -4.79743, 3.80117], [3.84052, 1.95040, 1.35636], [0.83699, 2.55625, 3.08056], [0.14397, 1.30134, -5.08898], [5.23999, -3.76111, 2.93515], [-1.88687, -6.32696, 3.62215], [4.95474, -2.59449, 1.04094], [3.81410, -1.42753, -2.69922], [-0.97366, -3.27469, -4.09838], [-1.60297, -5.78580, 2.21507], [-0.54983, 1.31715, -0.75780], [0.82467, -3.22732, -0.36494], [-2.38532, -0.39694, 1.70394], [-1.71438, 2.53351, -4.63258], [0.37792, -0.93534, -0.37685], [-1.29199, 4.57932, -1.41486], [3.10554, 2.01631, 0.01200], [-4.34824, 4.93534, -1.15770], [-0.06662, 1.72041, 0.13214], [3.25307, -2.80256, 3.19721], [-2.36001, -5.06430, 1.90778], [-1.59950, 1.60859, -0.72093], [0.27586, 4.99638, 0.96540], [-3.34817, 6.01397, -0.10727], [2.18117, 1.43870, 0.01126], [0.72048, -3.39731, 0.70667], [-0.00157, -3.66939, -3.80280], [-1.89816, 2.88326, 5.47238], [-1.76716, 3.25149, -6.66400], [-2.43122, 4.33073, 4.56596], [3.57842, 2.81882, 1.96073], [4.43371, -2.26223, -2.37140], [3.23628, -4.58128, 2.79752], [-2.96543, -6.33717, 3.77929], [-3.38376, -0.77405, 1.92532], [1.29982, -0.58681, 3.82419], [5.47837, -3.61494, 3.98867], [-4.58920, 0.23186, -0.74701], [0.42310, -3.99806, -1.02281], [-1.47354, 3.57251, -4.40767], [-0.13545, 4.75047, 2.68760], [-3.97434, 1.04780, -2.10400], [-1.57368, -6.57278, 1.46147], [-2.43246, 1.67761, -6.61654], [-0.10244, 1.96214, -1.51407], [-2.36629, -0.46296, 0.61611], [-3.62738, 3.20608, 5.02949], [-3.00004, 4.13355, 1.14015], [3.52227, 1.03752, 1.85981], [1.86560, -2.99925, -0.59418], [-1.67758, -1.10923, 2.12803], [0.16791, 0.42891, 4.58090], [3.42330, -0.91478, -1.82032], [-1.52863, -1.68485, -2.82632], [1.48406, 5.10016, 2.24383], [1.83909, 0.73886, 4.81113], [-0.21564, -1.23450, -3.88133]],
  "mulliken_charge": [-0.15, -0.14, -0.19, -0.16, -0.34, -0.30, -0.30, -0.19, -0.29, -0.28, -0.31, 0.42, -0.51, -0.53, -0.54, -0.30, 0.36, -0.63, -0.11, -0.60, -0.21, -0.04, 0.26, -0.36, -0.35, 0.23, -0.18, -0.33, -0.66, 0.17, -0.40, -0.17, -0.23, -0.63, -0.54, -0.38, -0.17, -0.95, -0.19, -0.73, -0.85, 0.56, -0.63, 0.59, -0.49, 0.45, 0.83, 0.27, 0.87, 0.61, -0.13, 0.42, 0.33, 0.20, 0.27, 0.55, 0.32, 0.39, -0.45, 0.23, -0.48, -0.70, 0.28, -0.31, 0.41, 1.74, 0.37, -0.08, 0.09, 0.28, -0.18, 0.14, 0.28, -0.93, 0.18, 0.31, 0.31, 0.30, 0.28, 0.19, 0.31, 0.24, 0.33, 0.37, 0.06, 0.41, 0.01, 0.26, 0.29, 0.25, -0.49, 0.32, 0.30, 0.51, -0.12, 0.34, 0.08, 0.20, 0.15, 0.34, 0.24, -0.32, -0.22, 0.38, 0.34, -0.40]
}



# 2
{
  "formula": "C29H40ClN2O23S",
  "method": "ωB97M-V/def2-TZVPD",
  "homo_energy_ev": -12.34,
  "spin_multiplicity": 1,
  "total_energy_ha": -3827.25551,
  "largest_force_ev_per_a": 4.3,
  "mol_weight_g_mol": 852.1,
  "total_charge": 1,
  "homo_lumo_gap_ev": 7.8,
  "species": ["Cl", "S", "O", "O", "O", "O", "O", "O", "O", "O", "O", "O", "O", "O", "O", "O", "O", "O", "O", "O", "O", "O", "O", "O", "O", "N", "N", "C", "C", "C", "C", "C", "C", "C", "C", "C", "C", "C", "C", "C", "C", "C", "C", "C", "C", "C", "C", "C", "C", "C", "C", "C", "C", "C", "C", "C", "H", "H", "H", "H", "H", "H", "H", "H", "H", "H", "H", "H", "H", "H", "H", "H", "H", "H", "H", "H", "H", "H", "H", "H", "H", "H", "H", "H", "H", "H", "H", "H", "H", "H", "H", "H", "H", "H", "H", "H"],
  "xyz": [[-3.13397, 1.46484, 4.69041], [-1.46679, 0.80780, 5.71593], [-0.92884, -4.29572, -0.33229], [0.16402, -2.56085, 0.59857], [-1.92425, -0.17619, 6.66521], [-4.02060, -5.96686, 3.76121], [-3.16124, -3.96617, 3.16185], [-4.40791, 6.22267, -0.85956], [-1.46967, -5.50416, -6.53881], [-2.55891, 9.42683, -3.64158], [-3.63922, 10.28649, -1.85704], [-1.75235, 9.08390, -1.57638], [-2.84723, 6.22428, 0.73412], [-1.80910, -5.56795, 3.97949], [7.30686, -5.33131, 0.83354], [4.74506, 1.06228, 0.77060], [0.43351, -3.04951, -1.58659], [-2.00802, -5.61126, -4.36362], [0.02610, -6.29841, -5.05194], [5.70311, -5.22181, -0.73423], [3.97418, -0.96219, 1.41028], [-0.78175, 1.88696, 6.37694], [5.27795, -0.75440, -0.42565], [-2.48672, 5.09116, -1.18280], [7.57407, -6.42151, -1.12338], [-1.28467, 2.96055, 0.47880], [-0.10318, 2.63590, 0.95492], [0.44856, 0.90672, 3.65254], [4.60735, -0.28055, 0.65598], [6.38259, -4.33624, 1.26868], [-2.73886, 9.66278, -2.31610], [6.92647, -5.72813, -0.41234], [-2.86791, -5.22569, -6.45443], [-1.26456, 8.84431, -3.80593], [0.07993, -4.18866, -2.38666], [5.74592, 1.47476, -0.16343], [-1.92195, 0.86802, -0.49969], [1.48915, 0.83479, 1.25467], [-1.00374, 8.24260, -2.45097], [-0.65867, 0.40848, -0.02393], [-2.16905, 2.22200, -0.16535], [-1.89570, -3.35679, 3.39244], [-3.82371, 7.19938, 1.12849], [-3.18845, 5.78474, -0.49824], [-0.34427, -0.07716, 4.59316], [1.11615, 0.03295, 2.55253], [-1.04473, -5.84935, -5.29991], [0.14013, 1.35931, 0.69424], [-0.96727, -4.52939, 3.48623], [-5.01520, 6.81870, 0.29359], [5.15841, -4.64101, 0.44778], [-3.09061, -5.24192, 3.64717], [-3.04659, -4.86570, -5.00233], [-0.08900, -3.24244, -0.35697], [5.70941, 0.37502, -1.18929], [-1.14837, -4.70627, -1.68809], [6.20072, -4.41511, 2.33894], [5.50736, 2.44942, -0.58421], [6.79654, -3.34829, 1.05194], [1.99196, -0.52260, 2.94161], [-0.11270, -3.89877, -3.41589], [-1.38512, 7.22179, -2.36781], [-3.13032, 2.66609, -0.45434], [1.98952, 0.19057, 0.50901], [-1.24527, -5.78600, -1.75902], [-0.96802, -0.72009, 3.94675], [-3.44383, 8.19447, 0.89035], [-2.88671, -3.80071, -4.81187], [0.05227, 8.24878, -2.18656], [-3.42431, -6.12182, -6.73600], [0.90534, -4.90149, -2.37054], [4.98130, 0.56386, -1.98127], [-5.62335, 7.67610, 0.01459], [-1.94357, -2.78492, 4.32416], [-4.02301, 7.14345, 2.19637], [-1.27028, 8.10246, -4.60213], [-0.57333, -4.82824, 2.51198], [-0.29973, 1.63033, 3.27158], [-0.30329, -0.63366, -0.16968], [-4.02334, -5.15096, -4.61588], [-3.14291, -4.41390, -7.12481], [-2.63964, 0.24736, -1.04165], [1.20651, 1.48884, 4.20888], [0.42637, -0.64286, 5.15246], [-1.63392, -2.68415, 2.57530], [2.17364, 1.67076, 1.50349], [6.68170, 0.18976, -1.64077], [-0.13519, -4.34941, 4.16529], [4.58239, -3.74733, 0.21153], [0.37062, -0.73350, 2.23934], [6.70582, 1.53717, 0.35268], [-2.06724, -4.24310, -2.05271], [-0.55057, 9.63063, -4.06020], [4.50245, -5.37093, 0.92898], [-5.65114, 6.07608, 0.78010], [-1.54359, 3.93930, 0.64817]],
  "mulliken_charge": [-0.20, 1.10, -0.34, -0.36, -0.54, -0.50, -0.41, -0.32, -0.32, -0.33, -0.52, -0.33, -0.36, -0.36, -0.34, -0.33, -0.34, -0.22, -0.50, -0.31, -0.43, -0.53, -0.28, -0.65, -0.51, 0.63, -0.80, -0.29, 0.66, -0.20, 0.69, 0.61, -0.39, -0.39, -0.25, -0.38, -1.03, -0.57, -0.03, 0.35, 0.07, 0.39, -0.28, 0.78, -0.35, 0.16, 0.61, 0.15, -0.16, -0.37, -0.10, 0.56, -0.33, 0.47, -0.37, -0.22, 0.32, 0.31, 0.18, 0.55, 0.22, 0.01, 0.44, 0.22, 0.33, 0.07, 0.24, 0.25, 0.32, 0.28, 0.25, 0.25, 0.33, 0.23, 0.33, 0.32, 0.12, 0.23, 0.14, 0.34, 0.31, 0.45, 0.23, 0.39, -0.18, 0.46, 0.32, 0.34, 0.11, -0.53, 0.27, 0.19, 0.26, 0.24, 0.27, 0.18]
}



# 3
{
  "formula": "C29H41Ge2MoN3OSbSe4",
  "method": "ωB97M-V/def2-TZVPD",
  "homo_energy_ev": [-4.39, -4.39],
  "spin_multiplicity": 1,
  "total_energy_ha": -15437.13873,
  "largest_force_ev_per_a": 1.9,
  "mol_weight_g_mol": 1126.4,
  "total_charge": -1,
  "homo_lumo_gap_ev": [4.6, 4.6],
  "species": ["Sb", "Mo", "Se", "Se", "Se", "Se", "Ge", "Ge", "O", "N", "N", "N", "C", "C", "C", "C", "C", "C", "C", "C", "C", "C", "C", "C", "C", "C", "C", "C", "C", "C", "C", "C", "C", "C", "C", "C", "C", "C", "C", "C", "C", "H", "H", "H", "H", "H", "H", "H", "H", "H", "H", "H", "H", "H", "H", "H", "H", "H", "H", "H", "H", "H", "H", "H", "H", "H", "H", "H", "H", "H", "H", "H", "H", "H", "H", "H", "H", "H", "H", "H", "H", "H"],
  "xyz": [[1.75639, -3.87226, -0.71866], [-0.02527, -0.19933, -0.31606], [0.76933, -5.45200, -2.31804], [3.28054, -2.28172, -1.72984], [-0.54933, -2.65986, -0.28506], [2.36035, -4.75041, 1.42664], [-0.23619, 1.98815, 1.32900], [-1.37734, -1.10369, 1.87645], [1.49515, -0.51248, 0.68900], [4.28785, 1.20184, -0.21683], [5.45754, -2.03977, 2.54492], [2.34460, -1.18773, 1.45763], [3.58780, -0.85116, 1.21393], [-1.40292, 4.49664, 6.17798], [-1.11688, 2.54566, 4.17472], [-0.76482, -2.53877, 4.39640], [-1.43001, 0.28721, 3.24897], [-2.91352, 1.65951, -1.26299], [-3.26486, -1.49647, 1.46056], [-0.33530, 1.53510, -1.84078], [0.07359, -1.79014, -3.49712], [4.60118, -1.56156, 1.94832], [1.72231, 2.32157, 1.37669], [-1.34404, 3.63073, 1.04248], [-0.43491, 4.63677, 5.19728], [1.84049, 0.80857, -3.04918], [-2.75981, -1.27684, -2.33303], [-2.10139, 2.43324, 5.15856], [-1.64274, 0.94537, -1.62903], [-0.30237, 3.67297, 4.21056], [-0.58629, -2.60406, 2.87908], [-0.64191, 4.98013, 0.86106], [-0.96310, 1.52262, 3.10304], [0.00148, 2.99068, -1.82749], [-4.13269, -1.65489, 2.70950], [-0.28826, -0.60448, -2.66984], [-1.59624, -0.36307, -2.14113], [4.00965, 0.27504, 0.40949], [-2.23838, 3.38833, 6.14940], [2.38209, 3.62195, 1.83495], [0.47837, 0.57098, -2.49574], [0.11724, 4.96744, 0.08193], [1.74317, 1.08105, -4.10270], [0.45546, 3.79485, 3.44900], [-1.81058, -2.45015, 4.69888], [-0.22987, -1.69340, 4.83064], [-3.73713, 1.25924, -1.85494], [-3.17973, 1.55800, -0.21154], [1.99560, 4.50020, 1.32178], [-3.15629, -1.13228, -3.34231], [2.45409, -0.09142, -2.97217], [0.98702, 3.18682, -1.40364], [-4.09435, -0.76962, 3.34634], [2.28314, 3.78758, 2.90759], [-3.65393, -0.68420, 0.83825], [2.06352, 2.11692, 0.35873], [3.45214, 3.57141, 1.62357], [-2.83601, 2.72118, -1.48879], [-1.85415, -0.01861, 4.20132], [-3.80681, -2.50391, 3.31120], [-1.36130, 5.76034, 0.60131], [-2.45952, -2.31938, -2.23244], [2.10019, 1.48975, 1.97524], [-2.77796, 1.58936, 5.14033], [-0.15060, 5.29573, 1.78001], [0.01508, 3.35068, -2.85970], [-1.94793, 3.67463, 1.95012], [-0.43099, -1.68884, -4.46269], [-3.55552, -1.08084, -1.61551], [-5.17934, -1.82370, 2.44990], [-2.04670, 3.46126, 0.23576], [-1.51250, 5.24518, 6.95124], [0.22046, 5.49791, 5.19670], [-0.25715, -2.73018, -3.05096], [0.47947, -2.65034, 2.63866], [-3.29511, -2.40543, 0.85831], [-0.72468, 3.57270, -1.28079], [-1.02007, -3.51908, 2.47050], [-3.00571, 3.26949, 6.90336], [1.14830, -1.86607, -3.65530], [2.35914, 1.61301, -2.53021], [-0.36943, -3.44457, 4.85772]],
  "mulliken_charge": [0.75, -0.93, -0.64, -0.65, -0.85, -0.59, 1.55, 1.90, 0.53, -0.56, -0.51, -0.66, 1.33, -0.45, -0.09, -1.46, -1.48, -2.19, -0.52, 0.93, -1.60, -0.29, 0.17, -0.85, -0.92, -1.67, -2.00, -0.53, 0.92, 0.78, -0.36, -1.45, 0.32, -1.69, -1.28, 1.04, 1.15, -0.30, -0.77, -1.46, 0.54, 0.26, 0.35, -0.14, 0.26, 0.33, 0.55, 0.16, 0.23, 0.42, 0.15, 0.26, 0.26, 0.42, 0.20, -0.27, 0.45, 0.60, 0.49, 0.30, 0.40, 0.26, 0.26, 0.44, 0.33, 0.33, 0.76, 0.27, 0.46, 0.42, 0.66, 0.37, 0.40, 0.21, 0.01, 0.45, 0.59, 0.50, 0.40, 0.37, 0.31, 0.39]
}